[1]
DFT (ωB97M-V with the def2-TZVPD basis set) results for a cluster of 9 separate species, C9H25Cl4N7O14 in total in a non-equilibrium geometry.

Each line ends with the Löwdin charge.
Atoms and positions in Å:
C 0.151 0.341 0.247  0.03
N -0.059 -0.597 -0.869  -0.42
O -1.131 -0.531 -1.397  0.04
O 0.867 -1.348 -1.182  0.06
H 1.092 0.073 0.713  0.08
H -0.670 0.215 0.939  0.10
H 0.205 1.335 -0.176  0.06
C -3.659 3.337 -0.804  0.06
N -2.211 3.296 -1.148  -0.45
O -1.526 2.462 -0.598  0.03
O -1.813 4.079 -1.920  0.12
H -4.220 2.888 -1.625  0.11
H -3.959 4.377 -0.759  0.10
H -3.811 2.805 0.114  0.09
C 0.936 1.658 -3.149  0.04
N 0.073 2.111 -4.271  -0.45
O -0.202 1.300 -5.124  0.06
O -0.308 3.246 -4.224  0.07
H 1.969 1.779 -3.440  0.10
H 0.725 0.606 -3.017  0.08
H 0.653 2.270 -2.305  0.07
C -1.164 -2.286 5.440  0.03
N -0.521 -2.403 4.127  -0.47
O -1.156 -2.032 3.139  0.03
O 0.548 -2.927 4.091  0.07
H -2.048 -2.909 5.439  0.11
H -1.447 -1.248 5.589  0.10
H -0.454 -2.595 6.192  0.10
C 5.124 1.933 -0.753  0.06
N 3.764 2.425 -1.118  -0.44
O 3.682 3.392 -1.823  0.09
O 2.821 1.852 -0.632  0.04
H 5.250 2.182 0.298  0.10
H 5.838 2.454 -1.363  0.09
H 5.137 0.860 -0.877  0.07
C -3.230 -1.911 -3.153  0.02
N -4.647 -2.272 -2.992  -0.45
O -4.916 -3.470 -2.885  0.01
O -5.444 -1.349 -2.953  0.04
H -3.120 -1.259 -4.012  0.11
H -2.653 -2.816 -3.225  0.10
H -2.919 -1.332 -2.278  0.03
C 3.518 -2.321 1.324  0.04
N 3.785 -2.097 -0.090  -0.44
O 3.649 -0.947 -0.510  0.01
O 4.066 -3.054 -0.748  0.10
H 4.073 -1.606 1.910  0.10
H 3.742 -3.346 1.565  0.10
H 2.452 -2.143 1.438  0.10
Cl -4.127 -1.034 0.226  0.53
C -3.214 -2.479 0.745  -1.01
Cl -3.954 -3.926 0.117  0.58
H -2.227 -2.394 0.331  0.00
H -3.249 -2.481 1.815  0.00
Cl 2.359 3.036 4.637  0.55
C 2.009 1.566 3.769  -1.02
Cl 1.439 0.261 4.854  0.52
H 1.226 1.760 3.063  0.01
H 2.905 1.212 3.297  0.01

Properties
Relative energy (zero: lowest compared OMol25 entry of this formula, charge and spin) = 0.0 kcal per mole
Total energy = -3634.656370 hartree
Gap between HOMO and LUMO = 10.163 eV


[2]
DFT (ωB97M-V with the def2-TZVPD basis set) results for a cluster of 4 separate species, C9H25N3O4 in total in a non-equilibrium geometry.

Each line ends with the Löwdin charge.
Atoms and positions in Å:
C -1.224 -2.234 -1.987  0.01
C -0.376 -2.633 -0.885  -0.36
O -0.781 -3.456 -0.015  0.14
N 0.931 -1.830 -0.802  0.05
H 1.285 -1.417 -1.727  0.19
H 0.645 -1.018 -0.209  0.03
C 1.962 -2.511 0.123  0.05
H -2.045 -1.519 -1.734  0.12
H -1.625 -2.958 -2.766  0.15
H -0.417 -1.889 -2.632  0.07
H 1.825 -2.569 1.136  0.08
H 2.726 -1.898 -0.057  0.03
H 2.143 -3.622 -0.158  0.16
C -0.796 1.564 3.246  0.04
C -2.186 0.953 2.834  -0.33
O -3.199 1.240 3.411  0.18
N -2.205 0.178 1.512  0.03
H -2.617 0.777 0.764  0.19
H -1.226 -0.018 1.108  0.06
C -3.173 -0.902 1.738  -0.04
H -1.006 2.044 4.244  0.13
H -0.449 2.262 2.498  0.09
H 0.041 1.027 3.272  0.02
H -4.212 -0.736 2.256  0.16
H -2.563 -1.715 2.150  0.11
H -3.530 -1.223 0.717  0.10
C 3.408 1.265 -1.050  0.01
C 2.213 2.187 -1.025  -0.39
O 2.233 3.342 -0.669  0.18
N 0.959 1.527 -1.595  0.03
H 1.183 0.738 -2.225  0.17
H 0.612 1.068 -0.671  0.10
C 0.028 2.373 -2.243  -0.03
H 4.023 1.730 -1.958  0.17
H 3.236 0.212 -0.951  0.04
H 4.210 1.520 -0.176  0.17
H -0.449 3.230 -1.729  0.14
H -0.710 1.740 -2.556  0.07
H 0.361 2.781 -3.187  0.12
O 0.136 0.190 0.558  -0.31
H 0.623 0.186 1.448  0.08

Properties
Relative energy (zero: lowest compared OMol25 entry of this formula, charge and spin) = 97.2 kcal per mole
Total energy = -822.397011 hartree
Gap between HOMO and LUMO = 10.623 eV
Total charge = +2


[3]
DFT (ωB97M-V with the def2-TZVPD basis set) results for a cluster of 2 separate species, C9H25N4 in total in a non-equilibrium geometry.

Each line ends with the Löwdin charge.
Atoms and positions in Å:
C -4.408 -1.610 0.570  -0.08
C -3.221 1.998 0.002  -0.05
C 0.941 -1.556 -0.650  0.02
C 4.501 0.087 -1.111  -0.10
C 4.632 -0.638 1.098  -0.10
C 2.586 1.571 0.532  -0.04
C -2.956 -1.135 0.605  -0.29
C -3.333 0.746 -0.935  -0.18
C 1.126 -0.180 -0.182  -0.32
N 0.111 0.606 0.058  0.19
N 3.818 -0.682 -0.106  -0.09
N 2.426 0.139 0.133  -0.01
N -2.362 -0.334 -0.472  -0.12
H -4.497 -2.275 -0.412  0.14
H -4.680 -2.217 1.361  0.05
H -5.102 -0.912 0.652  0.01
H -4.122 1.848 0.764  0.13
H -2.356 2.215 0.463  0.01
H -3.377 2.826 -0.527  0.02
H 1.701 -2.118 -0.352  0.03
H -0.095 -1.919 -0.351  0.10
H 0.789 -1.815 -1.745  0.13
H 4.145 -0.235 -1.984  0.05
H 4.618 1.122 -1.029  0.07
H 5.491 -0.354 -1.210  0.11
H 3.991 -0.894 1.878  0.06
H 5.547 -1.205 1.027  0.09
H 5.140 0.449 1.360  0.15
H 1.693 2.201 0.220  0.11
H 2.701 1.457 1.699  0.14
H 3.353 2.149 0.181  0.04
H -2.284 -2.167 0.742  0.17
H -2.872 -0.458 1.452  0.10
H -2.961 1.109 -1.887  0.11
H -4.318 0.442 -1.035  0.08
H -0.901 0.330 -0.106  0.07
H 0.045 1.251 0.807  0.11
H -2.385 -1.072 -1.146  0.10

Properties
Relative energy (zero: lowest compared OMol25 entry of this formula, charge and spin) = 47.0 kcal per mole
Total energy = -576.512421 hartree
Gap between HOMO and LUMO = 10.853 eV
Total charge = +1


[4]
DFT (ωB97M-V with the def2-TZVPD basis set) results for a structure of composition C9H26BClN2NbO8PS2 in a non-equilibrium geometry.

Each line ends with the Löwdin charge.
Atoms and positions in Å:
C 3.583 0.901 3.140  -0.09
C 3.020 -0.583 2.643  -0.38
N 3.822 -1.356 1.825  0.04
C 1.576 -1.221 3.110  -0.32
Nb -0.081 -1.067 1.536  1.40
S -0.369 1.342 2.246  0.28
C 0.293 -3.165 0.712  -0.35
C 0.376 -4.357 1.824  -0.31
O 1.740 -4.613 2.358  -0.17
C -1.562 -1.788 3.095  -0.52
S -2.991 -0.666 3.480  0.66
O -3.059 -0.388 5.031  -0.48
O -4.308 -1.475 3.160  -0.49
O 1.341 -0.377 0.127  -0.28
B 1.125 1.030 -0.255  -0.80
O -0.007 1.546 -1.076  -0.04
O 2.141 2.071 0.133  -0.01
P -2.031 -0.919 -0.182  0.39
O -3.032 0.470 0.142  -0.52
Cl -3.267 -2.685 0.008  0.07
H 2.689 1.576 3.542  0.07
H 4.456 0.786 3.915  0.08
H 4.022 1.490 2.212  0.08
H 3.306 -2.264 1.657  0.01
H 1.733 -2.296 3.553  0.06
H 1.199 -0.553 4.025  0.05
H -0.639 1.403 3.649  -0.14
H 1.357 -3.122 0.174  0.07
H -0.473 -3.398 -0.173  0.03
H -0.363 -4.270 2.725  0.10
H 0.077 -5.364 1.254  0.12
H 2.443 -4.365 1.678  0.09
H -0.940 -2.099 4.065  0.07
H -2.010 -2.818 2.693  0.04
H -3.081 0.519 2.743  0.04
H 0.044 0.994 -1.925  0.08
H 2.151 2.199 1.125  0.05
H -2.479 1.283 -0.053  0.02
C -0.351 1.391 -5.817  0.05
C -0.932 2.166 -4.675  -0.40
O -1.245 1.697 -3.599  0.16
N -1.103 3.567 -4.680  0.07
C -1.315 4.264 -5.949  0.02
H -0.855 0.423 -5.888  0.12
H -0.486 1.909 -6.768  0.08
H 0.717 1.240 -5.639  0.12
H -0.277 3.926 -4.188  0.22
H -1.850 3.704 -3.985  0.21
H -0.390 4.230 -6.530  0.12
H -1.574 5.300 -5.720  0.12
H -2.139 3.780 -6.482  0.12

Properties
Total energy = -2749.434445 hartree
Gap between HOMO and LUMO = 4.115 eV


[5]
DFT (ωB97M-V with the def2-TZVPD basis set) results for a structure of composition C9H26Br2CuN4O3 in a non-equilibrium geometry.

Each line ends with the Löwdin charge.
Atoms and positions in Å:
Cu -0.730 0.195 0.175  0.08
Br -1.381 0.837 2.645  -0.10
Br -0.200 0.092 -2.363  0.10
C -2.512 2.671 -1.088  -0.61
O -2.118 1.800 -0.331  -0.11
N -3.230 3.735 -0.571  0.16
N -2.133 2.739 -2.420  0.14
H -3.420 3.726 0.410  0.10
H -3.323 4.567 -1.115  0.09
H -2.484 3.463 -3.013  0.09
H -1.527 2.020 -2.800  -0.05
C -0.185 -4.087 0.586  -0.06
C -0.491 -2.693 0.033  -0.40
C -1.971 -2.522 0.051  -0.19
O -2.348 -1.175 -0.164  -0.33
C -3.728 -1.016 -0.300  -0.08
N 0.158 -1.649 0.881  0.03
H -0.820 -4.884 0.189  0.08
H -0.327 -4.138 1.677  0.08
H 0.872 -4.351 0.478  0.08
H -0.038 -2.618 -0.951  0.11
H -2.383 -2.801 1.026  0.15
H -2.444 -3.066 -0.769  0.14
H -4.168 -0.932 0.699  0.10
H -4.191 -1.878 -0.799  0.09
H -3.930 -0.147 -0.915  0.09
H 1.157 -1.714 0.627  0.07
H 0.244 -1.927 1.863  0.09
C 3.029 2.659 1.305  -0.05
C 2.446 1.496 0.516  -0.40
C 2.997 0.174 0.976  -0.21
O 2.725 -0.940 0.154  -0.24
C 3.551 -1.039 -0.993  -0.09
N 0.989 1.638 0.358  0.01
H 4.085 2.550 1.557  0.08
H 2.500 2.742 2.263  0.09
H 2.889 3.587 0.753  0.08
H 2.918 1.575 -0.478  0.14
H 2.810 -0.174 2.006  0.14
H 4.090 0.328 1.072  0.12
H 4.611 -0.910 -0.770  0.09
H 3.191 -0.338 -1.757  0.08
H 3.398 -2.032 -1.419  0.09
H 0.748 2.233 -0.436  0.07
H 0.676 2.206 1.152  0.04

Properties
Relative energy (zero: lowest compared OMol25 entry of this formula, charge and spin) = 0.0 kcal per mole
Total energy = -7591.842158 hartree
Gap between HOMO and LUMO (alpha / beta) = 8.845 / 7.388 eV
Multiplicity = 2
Expectation value of S² = 0.754


[6]
DFT (ωB97M-V with the def2-TZVPD basis set) results for a structure of composition C9H27ClI2OP3Pr in a non-equilibrium geometry.

Each line ends with the Löwdin charge.
Atoms and positions in Å:
I 0.015 -0.568 -6.807  -0.01
I 0.015 2.139 -7.108  0.02
Pr 0.001 0.903 -0.701  0.69
P -2.646 1.308 -0.462  0.61
C -3.360 1.077 -2.071  -0.24
C -3.093 -0.069 0.625  -0.25
H -4.195 0.017 0.753  0.08
H -4.176 2.768 0.437  0.07
H -2.572 0.031 1.600  0.04
H -2.532 2.969 1.279  0.05
H -3.029 0.109 -2.519  0.08
H -2.802 -1.039 0.175  0.05
C -3.078 2.864 0.315  -0.23
H -4.445 1.100 -1.857  0.07
H -2.782 3.682 -0.366  0.07
H -3.031 1.910 -2.735  0.08
P 2.648 1.293 -0.444  0.61
C 3.373 1.063 -2.047  -0.24
C 3.082 2.846 0.340  -0.23
H 2.559 0.017 1.616  0.03
H 4.186 -0.008 0.779  0.09
H 2.785 -1.057 0.194  0.05
C 3.083 -0.090 0.644  -0.24
H 2.529 2.953 1.299  0.05
H 4.179 2.744 0.473  0.07
H 4.457 1.083 -1.825  0.07
H 3.051 1.897 -2.713  0.08
H 2.798 3.667 -0.342  0.07
H 3.042 0.095 -2.498  0.08
Cl -0.008 1.599 1.877  0.10
C 0.151 -3.796 0.339  -0.14
P -0.004 -2.239 1.186  0.62
C -1.481 -2.315 2.202  -0.15
C 1.322 -2.116 2.386  -0.16
O -0.014 -1.133 0.160  -0.56
H 1.085 -3.817 -0.230  0.07
H -0.692 -3.927 -0.346  0.07
H 0.152 -4.615 1.084  0.09
H -1.349 -3.160 2.920  0.10
H -1.610 -1.394 2.783  0.07
H -2.368 -2.486 1.621  0.05
H 1.281 -1.153 2.918  0.07
H 1.181 -2.929 3.133  0.09
H 2.290 -2.222 1.935  0.04

Properties
Relative energy (zero: lowest compared OMol25 entry of this formula, charge and spin) = 0.0 kcal per mole
Total energy = -3030.572170 hartree
Gap between HOMO and LUMO (alpha / beta) = 7.032 / 7.164 eV
Total charge = +2
Multiplicity = 3
Expectation value of S² = 2.004


[7]
DFT (ωB97M-V with the def2-TZVPD basis set) results for a structure of composition C9H27N4PRhS in a non-equilibrium geometry.

Each line ends with the Löwdin charge.
Atoms and positions in Å:
Rh -1.010 0.369 0.066  0.42
N -0.926 2.621 0.072  -0.05
C 0.265 3.152 -0.606  -0.20
C 1.522 2.428 -0.119  -0.16
N 1.304 0.981 0.026  -0.24
C 1.814 0.460 1.298  -0.18
C 0.958 0.943 2.457  -0.20
N -0.436 0.480 2.302  -0.02
C 1.801 0.222 -1.124  -0.19
C 1.019 0.567 -2.385  -0.19
N -0.440 0.447 -2.159  -0.02
H -0.971 2.931 1.037  0.09
H -1.792 2.922 -0.370  0.06
H 0.127 3.011 -1.676  0.10
H 0.393 4.224 -0.442  0.13
H 2.352 2.631 -0.803  0.13
H 1.812 2.844 0.846  0.12
H 1.763 -0.630 1.257  0.10
H 2.863 0.732 1.471  0.14
H 1.402 0.605 3.395  0.13
H 0.941 2.032 2.488  0.11
H -0.532 -0.477 2.624  0.08
H -1.076 1.033 2.863  0.10
H 2.871 0.394 -1.302  0.14
H 1.664 -0.838 -0.902  0.10
H 1.246 1.584 -2.699  0.11
H 1.354 -0.093 -3.186  0.13
H -0.956 1.201 -2.599  0.09
H -0.807 -0.412 -2.551  0.06
S -3.228 0.472 -0.065  -0.14
C -2.527 -2.635 0.943  -0.29
P -1.061 -1.990 0.098  0.69
C -1.248 -2.703 -1.563  -0.25
C 0.272 -3.006 0.807  -0.25
H -2.586 -3.717 0.809  0.06
H -3.405 -2.147 0.524  -0.02
H -2.487 -2.406 2.009  0.05
H -1.388 -3.782 -1.487  0.06
H -0.365 -2.511 -2.177  0.04
H -2.126 -2.261 -2.037  0.05
H -0.015 -4.055 0.725  0.06
H 0.427 -2.768 1.860  0.04
H 1.212 -2.855 0.275  0.04

Properties
Relative energy (zero: lowest compared OMol25 entry of this formula, charge and spin) = 40.6 kcal per mole
Total energy = -1428.034124 hartree
Gap between HOMO and LUMO (alpha / beta) = 6.140 / 6.625 eV
Total charge = +1


[8]
DFT (ωB97M-V with the def2-TZVPD basis set) results for a structure of composition C9H27N9O18 in a non-equilibrium geometry.

Each line ends with the Löwdin charge.
Atoms and positions in Å:
C -0.739 -0.569 -0.217  0.06
N 0.371 -0.044 0.691  -0.17
O 1.484 -0.633 0.670  -0.05
O 0.062 0.936 1.427  -0.09
H -0.464 -1.581 -0.515  0.06
H -0.726 0.167 -1.021  0.06
H -1.704 -0.525 0.288  0.06
C -0.895 2.450 2.898  0.01
N -1.771 3.339 3.680  -0.40
O -1.326 4.124 4.530  0.06
O -2.975 3.285 3.507  0.05
H -1.352 1.469 3.032  0.11
H 0.125 2.384 3.275  0.07
H -0.808 2.556 1.817  0.09
C 0.166 -4.269 -3.079  0.05
N -0.494 -3.243 -2.277  -0.39
O 0.223 -2.338 -1.933  -0.02
O -1.626 -3.502 -1.833  0.09
H -0.091 -5.288 -2.788  0.12
H 1.250 -4.224 -2.976  0.09
H -0.028 -4.078 -4.134  0.11
C 1.647 2.436 1.848  0.00
N 2.677 2.266 2.887  -0.40
O 3.808 2.007 2.604  0.10
O 2.297 2.468 4.100  0.01
H 0.753 1.841 2.033  -0.06
H 2.112 2.192 0.892  0.09
H 1.447 3.483 2.075  0.13
C 3.052 0.247 -0.599  -0.01
N 4.337 -0.369 -1.171  -0.48
O 4.522 -0.060 -2.321  0.06
O 5.158 -0.889 -0.483  0.09
H 3.180 1.305 -0.828  0.09
H 3.063 0.139 0.486  0.09
H 2.171 -0.194 -1.065  0.08
C -2.434 2.135 -0.752  0.03
N -3.817 2.283 -0.172  -0.40
O -4.352 3.290 -0.472  0.11
O -4.453 1.330 0.296  0.02
H -2.402 2.489 -1.782  0.11
H -2.317 1.052 -0.713  0.07
H -1.818 2.746 -0.091  0.11
C -0.061 1.202 -3.362  0.10
N 0.508 1.643 -2.033  -0.31
O 1.752 1.709 -1.888  0.04
O -0.285 1.928 -1.142  -0.07
H -1.029 1.687 -3.485  0.10
H -0.302 0.139 -3.364  0.10
H 0.663 1.479 -4.129  0.11
C 1.738 -3.216 0.147  0.06
N 2.774 -3.203 -0.914  -0.37
O 3.188 -2.160 -1.303  0.06
O 3.142 -4.245 -1.425  0.07
H 0.793 -3.362 -0.376  0.08
H 1.687 -2.310 0.751  0.07
H 1.922 -3.928 0.951  0.12
C -4.005 -1.194 1.271  0.06
N -2.605 -1.714 1.512  -0.41
O -1.786 -0.911 1.965  0.00
O -2.389 -2.910 1.385  0.10
H -4.083 -0.700 0.302  0.08
H -4.206 -0.549 2.126  0.11
H -4.732 -2.002 1.195  0.10

Properties
Relative energy (zero: lowest compared OMol25 entry of this formula, charge and spin) = 237.8 kcal per mole
Total energy = -2205.018461 hartree
Gap between HOMO and LUMO = 8.669 eV


no.,molecular weight (g mol⁻¹)
1,597.15
2,239.32
3,189.33
4,524.59
5,461.69
6,674.41
7,357.29
8,549.36